## a
DFT (ωB97M-V with the def2-TZVPD basis set) results for the molecule C4H7FN2.

```
! RIJCOSX wB97M-V def2-TZVPD def2/J DEFGRID3
* xyz 0 1
C 1.008 -1.790 -0.108
C 0.395 -0.530 -1.033
C 1.543 0.772 0.552
C -0.813 0.967 0.520
N 1.750 -1.577 0.841
N 0.380 0.598 -0.133
F 2.579 1.014 -0.290
H 0.750 -2.708 -0.435
H 1.255 -0.631 -1.817
H -0.497 -0.856 -1.364
H 1.423 1.291 1.378
H -1.697 0.998 -0.124
H -1.277 0.226 1.325
H -0.799 1.853 1.091
*
```

***

## b
DFT (ωB97M-V with the def2-TZVPD basis set) results for the molecule C4H7FN2.

Output
**SMILES**: CN1CN=C[C@H]1F

```
! RIJCOSX wB97M-V def2-TZVPD def2/J DEFGRID3
* xyz 0 1
C 1.758 0.241 0.263
N 0.407 -0.038 -0.406
C -0.285 -1.317 0.304
N -1.735 -1.107 0.233
C -2.030 0.062 -0.079
C -0.570 0.958 -0.477
F -0.486 2.012 0.391
H 2.323 0.640 -0.622
H 1.988 0.958 1.063
H 2.138 -0.799 0.413
H 0.123 -1.582 1.238
H -0.029 -2.107 -0.458
H -2.927 0.627 -0.344
H -0.675 1.452 -1.518
*
```

***

Pick b: it beats the second-best structure by 182.6 kJ/mol.

***

## a
DFT (ωB97M-V with the def2-TZVPD basis set) results for the molecule CH3FN2.

Output
**SMILES**: N/C=N/F

```
! RIJCOSX wB97M-V def2-TZVPD def2/J DEFGRID3
* xyz 0 1
N -0.191 -0.386 0.099
C 0.925 0.291 -0.009
N 2.511 -0.630 0.054
F 3.406 0.390 -0.022
H -0.880 -0.069 -0.584
H -0.172 -1.372 0.233
H 1.003 1.421 0.033
*
```

***

## b
DFT (ωB97M-V with the def2-TZVPD basis set) results for a structure of composition CH3FN2.

```
! RIJCOSX wB97M-V def2-TZVPD def2/J DEFGRID3
* xyz 0 1
C -0.697 -0.660 0.095
N -1.799 -0.283 -0.229
N 0.600 -0.600 0.289
F -4.057 0.430 -0.056
H -3.128 -0.165 -0.414
H 0.708 0.385 0.315
H 1.320 -1.340 0.250
*
```

***

Pick b: it beats the second-best structure by 390.1 kJ/mol.

***

## a
DFT (ωB97M-V with the def2-TZVPD basis set) results for the ion C5H15N3 with charge +2.

Output
**SMILES**: C/C=[NH+]/C[N@@H+](C)NC

```
! RIJCOSX wB97M-V def2-TZVPD def2/J DEFGRID3
* xyz 2 1
C -3.060 -0.526 0.436
C -1.819 -0.385 -0.260
N -1.160 0.695 -0.616
C 0.171 0.748 -1.127
N 1.284 0.566 -0.058
C 1.187 1.625 0.937
N 1.124 -0.647 0.522
C 1.742 -1.701 -0.272
H -3.662 0.361 0.359
H -2.827 -0.896 1.413
H -3.739 -1.241 0.015
H -1.374 -1.393 -0.528
H -1.472 1.557 -0.218
H 0.283 0.044 -1.936
H 0.427 1.659 -1.590
H 2.168 0.622 -0.527
H 1.851 1.294 1.642
H 1.570 2.548 0.635
H 0.043 1.611 1.217
H 1.473 -0.639 1.421
H 1.897 -1.310 -1.301
H 2.770 -2.005 0.136
H 1.125 -2.588 -0.301
*
```

***

## b
DFT (ωB97M-V with the def2-TZVPD basis set) results for the ion C5H15N3 with charge +2.

Output
**SMILES**: C[C@@H]([NH3+])C/C([NH3+])=C/N

```
! RIJCOSX wB97M-V def2-TZVPD def2/J DEFGRID3
* xyz 2 1
C 2.233 -1.433 1.112
C 1.460 -0.372 0.386
N 1.658 -0.617 -1.157
C -0.093 -0.529 0.692
C -1.010 0.461 0.076
N -1.466 1.596 0.979
C -1.640 0.378 -1.119
N -2.562 1.198 -1.652
H 1.752 -1.513 2.087
H 3.301 -1.287 1.282
H 2.094 -2.413 0.657
H 1.655 0.677 0.633
H 0.781 -0.402 -1.626
H 1.933 -1.591 -1.268
H 2.410 -0.005 -1.494
H -0.139 -0.565 1.788
H -0.516 -1.500 0.439
H -0.727 1.671 1.686
H -1.590 2.459 0.456
H -2.273 1.214 1.496
H -1.380 -0.461 -1.740
H -2.874 2.028 -1.179
H -3.006 1.009 -2.534
*
```

***

Pick b: it beats the second-best structure by 279.4 kJ/mol.

***

## a
DFT (ωB97M-V with the def2-TZVPD basis set) results for the ion C5H15N3 with charge +2.

Output
**SMILES**: C[C@@H]([NH3+])C/C([NH3+])=C/N

```
! RIJCOSX wB97M-V def2-TZVPD def2/J DEFGRID3
* xyz 2 1
C 2.400 0.092 0.205
C 1.094 0.574 0.788
N 1.178 1.817 1.610
C -0.127 0.864 -0.293
C -0.913 -0.357 -0.591
N -0.479 -1.229 -1.696
C -2.032 -0.659 0.111
N -2.993 -1.542 -0.267
H 2.189 -0.978 -0.045
H 3.280 0.090 0.850
H 2.665 0.655 -0.740
H 0.754 -0.241 1.442
H 0.390 1.979 2.267
H 1.309 2.674 1.078
H 1.924 1.711 2.326
H 0.415 1.154 -1.181
H -0.795 1.641 0.119
H -0.181 -2.212 -1.506
H -1.206 -1.391 -2.400
H 0.268 -0.768 -2.230
H -2.442 0.112 0.743
H -2.866 -2.336 -0.876
H -3.831 -1.650 0.287
*
```

***

## b
DFT (ωB97M-V with the def2-TZVPD basis set) results for a structure of composition C5H15N3.

```
! RIJCOSX wB97M-V def2-TZVPD def2/J DEFGRID3
* xyz 2 1
C 1.505 0.360 -0.010
C -0.826 -1.864 -0.852
C -0.610 1.886 0.183
C -1.021 -0.381 -0.999
C -0.458 0.405 0.144
N 2.207 0.741 0.990
N 2.127 -0.135 -1.022
N -0.826 -0.263 1.389
H -1.307 -2.341 0.018
H 0.234 -2.122 -0.566
H -1.274 -2.529 -1.621
H -1.669 2.132 -0.075
H 0.115 2.314 -0.509
H -0.588 2.252 1.258
H -2.021 0.045 -0.950
H -0.799 -0.052 -1.955
H 1.817 1.017 1.806
H 3.183 0.874 1.065
H 1.674 -0.570 -1.849
H 3.094 -0.244 -0.797
H -0.932 -1.335 1.144
H -1.688 0.232 1.840
H -0.084 -0.127 2.201
*
```

***

## c
DFT (ωB97M-V with the def2-TZVPD basis set) results for a cluster of 2 separate species, C5H15N3 in total.

```
! RIJCOSX wB97M-V def2-TZVPD def2/J DEFGRID3
* xyz 2 1
C 0.914 0.354 -0.998
C -1.054 2.654 -0.231
C 0.320 -2.877 0.762
C -0.480 1.909 0.911
C -0.732 0.418 0.839
N 1.852 -0.369 -1.655
N 0.123 -0.178 -0.111
N -0.314 -2.103 -0.263
H 0.978 1.413 -1.114
H -1.113 3.772 -0.109
H -0.480 2.463 -1.206
H -2.182 2.436 -0.338
H 0.214 -3.979 0.734
H 1.450 -2.540 0.760
H -0.245 -2.781 1.742
H -0.941 2.308 1.795
H 0.664 2.080 1.022
H -0.462 0.009 1.914
H -1.860 0.352 0.545
H 2.660 0.072 -1.975
H 1.962 -1.361 -1.302
H 0.045 -2.158 -1.294
H -1.319 -1.895 -0.427
*
```

***

Pick a: it beats the second-best structure by 175.8 kJ/mol.

***

## a
DFT (ωB97M-V with the def2-TZVPD basis set) results for the molecule C3H9NP2.

Output
**SMILES**: C=CNPCP

```
! RIJCOSX wB97M-V def2-TZVPD def2/J DEFGRID3
* xyz 0 1
C -1.133 -0.308 1.578
C 0.175 -0.279 1.790
N 1.148 -0.874 0.994
P 1.123 -1.202 -0.669
C 0.731 0.463 -1.447
P -0.897 1.281 -1.034
H -1.573 -0.819 0.739
H -1.808 0.163 2.269
H 0.576 0.204 2.672
H 2.083 -0.822 1.376
H -0.194 -1.683 -0.728
H 0.801 0.325 -2.528
H 1.533 1.148 -1.149
H -1.676 0.320 -1.683
H -0.889 2.083 -2.180
*
```

***

## b
DFT (ωB97M-V with the def2-TZVPD basis set) results for the molecule C3H9NP2.

```
! RIJCOSX wB97M-V def2-TZVPD def2/J DEFGRID3
* xyz 0 1
C 0.361 -1.485 0.519
C 1.229 -0.276 0.948
C -0.668 -0.452 -1.429
N -1.288 1.282 0.170
P 1.672 0.875 -0.454
P -0.322 1.211 -1.225
H 0.621 -2.324 -0.050
H -0.576 -1.554 1.029
H 0.557 0.254 1.639
H 2.069 -0.772 1.464
H -0.301 -1.024 -2.315
H -1.673 -0.677 -1.121
H -1.470 2.097 0.662
H -2.128 0.729 -0.003
H 1.918 2.118 0.166
*
```

***

## c
DFT (ωB97M-V with the def2-TZVPD basis set) results for a cluster of 2 separate species, C3H9NP2 in total.

```
! RIJCOSX wB97M-V def2-TZVPD def2/J DEFGRID3
* xyz 0 1
C 0.499 0.511 1.913
C 0.494 -0.955 1.498
C -0.570 1.257 1.126
N -0.111 -0.823 -3.694
P 0.335 -1.087 -0.365
P -0.507 0.739 -0.672
H 0.326 0.610 2.988
H 1.477 0.945 1.685
H 1.409 -1.464 1.810
H -0.352 -1.489 1.941
H -1.574 1.019 1.497
H -0.440 2.339 1.196
H -0.576 -0.554 -4.554
H 0.418 -0.026 -3.362
H -0.827 -1.023 -3.006
*
```

***

Pick c: it beats the second-best structure by 79.8 kJ/mol.

***

## a
DFT (ωB97M-V with the def2-TZVPD basis set) results for the molecule C3H5N3O2S.

Output
**SMILES**: Nc1[nH]ncc1[SH](=O)=O

```
! RIJCOSX wB97M-V def2-TZVPD def2/J DEFGRID3
* xyz 0 1
N 0.019 -1.851 0.497
C 0.526 -0.664 0.106
N 1.808 -0.564 -0.392
N 2.042 0.613 -0.980
C 1.059 1.365 -1.064
C -0.243 0.455 -0.183
S -1.753 0.984 0.360
O -1.798 2.423 0.416
O -2.094 0.247 1.551
H -0.741 -1.963 1.062
H 0.542 -2.636 0.814
H 2.504 -1.302 -0.528
H 0.914 2.386 -1.216
H -2.786 0.508 -0.442
*
```

***

## b
DFT (ωB97M-V with the def2-TZVPD basis set) results for a cluster of 2 separate species, C3H5N3O2S in total.

```
! RIJCOSX wB97M-V def2-TZVPD def2/J DEFGRID3
* xyz 0 1
C 1.579 0.082 -2.299
C -1.572 -1.262 1.045
C -0.648 0.895 0.502
N 2.612 -0.344 -1.896
N -1.648 -0.019 0.684
N 0.679 0.661 0.826
O 1.517 1.542 0.741
O 1.034 -0.477 1.212
S 0.266 0.431 -3.020
H -2.514 -1.632 1.449
H -0.788 -1.827 0.833
H -0.859 1.782 0.024
H 2.919 -0.227 -0.949
H -2.576 0.394 0.848
*
```

***

Pick a: it beats the second-best structure by 176.5 kJ/mol.